{
  "formula": "C3H13N4S",
  "method": "ωB97M-V with the def2-TZVPD basis set",
  "elements": ["C", "C", "C", "N", "N", "N", "N", "S", "H", "H", "H", "H", "H", "H", "H", "H", "H", "H", "H", "H", "H"],
  "xyz": [[0.83583, 0.02755, 1.52651], [-0.06703, -0.93402, -0.67028], [0.94833, -0.00032, 0.05251], [-0.48770, -2.05334, -0.08563], [2.15231, -0.66956, -0.38927], [-1.79950, 0.37611, -0.64643], [0.70722, 1.31002, -0.46006], [-3.42526, 0.19208, 0.05989], [-0.15992, 0.62972, 1.64051], [0.83140, -0.87702, 2.05135], [1.67728, 0.62195, 1.86449], [0.09602, -0.83270, -1.77234], [-0.60182, -2.09264, 0.91816], [-0.95427, -2.75904, -0.58429], [2.90112, -0.11600, -0.82424], [2.59955, -1.16763, 0.35504], [-1.10068, 1.06652, -0.14934], [0.82506, 1.45528, -1.46196], [-2.04316, 0.55207, -1.58538], [1.09635, 2.05915, 0.05253], [-3.00463, 0.00492, 1.40817]],
  "atomic_forces_ev_per_a": [[-2.19, 3.14, -0.24], [0.61, 0.68, -0.37], [-0.12, -1.46, -1.58], [0.58, 0.90, 0.35], [1.59, 0.35, -0.64], [1.48, 0.34, 2.81], [-0.29, 0.19, -0.74], [-1.92, -0.31, 1.79], [1.72, -1.13, 0.84], [-0.11, -1.46, 0.55], [-0.07, 0.23, 0.45], [-0.53, -0.79, 1.07], [0.15, 0.06, -0.17], [-0.47, -0.88, -0.77], [-0.86, 0.05, 0.14], [0.07, -0.45, 0.36], [-1.02, -0.97, -1.58], [0.15, -0.24, 0.36], [0.23, 0.66, -1.61], [0.74, 0.71, 0.57], [0.25, 0.38, -1.59]],
  "e_lumo_ev": [-3.24, -6.34],
  "energy_ha": -738.87940,
  "multiplicity": 3,
  "homo_energy_ev": [-8.881, -13.531],
  "total_charge": 1,
  "gap_ev": [5.644, 7.192]
}